1.
Formula: C6H12O
Source: the Open Molecules 2025 dataset
Level of theory: wB97M-V/def2-TZVPD

Each line ends with the Löwdin charge.
Geometry (Å):
C 2.040 0.277 -0.489  -0.096
C 1.051 -0.170 0.587  -0.205
C -0.385 -0.309 0.113  -0.447
C -0.588 -1.234 -1.072  -0.041
C -1.455 -0.250 1.178  -0.037
C -1.312 0.882 0.219  -0.320
O -0.859 2.097 0.741  -0.009
H 1.783 1.267 -0.883  0.073
H 2.065 -0.420 -1.334  0.067
H 3.054 0.332 -0.077  0.072
H 1.087 0.530 1.429  0.112
H 1.360 -1.148 0.979  0.118
H -0.231 -0.779 -2.002  0.080
H -0.043 -2.174 -0.934  0.086
H -1.643 -1.484 -1.218  0.081
H -1.125 -0.056 2.195  0.116
H -2.329 -0.891 1.094  0.106
H -2.077 0.974 -0.556  0.147
H -0.392 2.557 0.032  0.097

Its HOMO-LUMO gap is 10.244 eV. The value obtained for the HOMO energy is -9.3 eV. The value obtained for the relative energy (zero: lowest compared OMol25 entry of this formula, charge and spin) is 1.080 eV.

---

2.
Formula: C6H12O
Source: the Open Molecules 2025 dataset
Level of theory: wB97M-V/def2-TZVPD

Each line ends with the Löwdin charge.
Geometry (Å):
C -1.731 -1.358 -1.168  -0.105
C -1.355 -0.057 -0.522  -0.193
C -0.760 1.411 1.428  -0.111
C -1.088 0.094 0.774  -0.202
O 1.817 -1.829 0.093  0.032
C 1.954 -0.658 0.354  -0.341
C 2.240 0.414 -0.665  -0.056
H -2.659 -1.247 -1.742  0.070
H -0.959 -1.706 -1.865  0.073
H -1.886 -2.141 -0.419  0.076
H -1.325 0.821 -1.173  0.108
H -0.944 1.378 2.507  0.070
H -1.365 2.221 1.007  0.075
H 0.294 1.694 1.295  0.051
H -1.101 -0.789 1.414  0.107
H 1.899 -0.304 1.407  0.116
H 2.076 0.028 -1.673  0.083
H 3.285 0.736 -0.564  0.084
H 1.608 1.291 -0.487  0.062

Its HOMO-LUMO gap is 10.330 eV. The value obtained for the HOMO energy is -9.3 eV. The value obtained for the relative energy (zero: lowest compared OMol25 entry of this formula, charge and spin) is 1.285 eV.

---

3.
Formula: C6H12O
Source: the Open Molecules 2025 dataset
Level of theory: wB97M-V/def2-TZVPD

Each line ends with the Löwdin charge.
Geometry (Å):
C 1.746 -0.859 -0.785  -0.039
C 0.995 0.325 -0.198  -0.379
O 0.900 1.269 -1.266  -0.086
C -1.162 1.318 0.147  -0.053
C -0.412 0.063 0.434  -0.478
C -0.503 -0.738 1.703  -0.025
C -1.389 -0.023 -0.678  -0.068
H 2.660 -0.457 -1.237  0.084
H 2.016 -1.624 -0.054  0.077
H 1.163 -1.310 -1.597  0.080
H 1.603 0.812 0.575  0.149
H -2.111 1.595 0.580  0.097
H -0.504 2.186 0.055  0.114
H 0.147 -0.317 2.478  0.083
H -0.224 -1.785 1.537  0.081
H -1.533 -0.721 2.077  0.085
H 0.040 1.114 -1.687  0.068
H -2.411 -0.336 -0.492  0.100
H -1.021 -0.513 -1.592  0.109

Its HOMO-LUMO gap is 10.653 eV. The value obtained for the HOMO energy is -9.7 eV. The value obtained for the relative energy (zero: lowest compared OMol25 entry of this formula, charge and spin) is 2.185 eV.

---

4.
Formula: C6H12O
Source: the Open Molecules 2025 dataset
Level of theory: wB97M-V/def2-TZVPD

Each line ends with the Löwdin charge.
Geometry (Å):
C -1.131 1.328 -1.332  -0.044
C -0.042 1.208 -0.279  -0.413
O 0.018 2.486 0.353  -0.048
C -0.309 0.135 0.777  -0.212
C -0.927 -1.213 0.515  -0.088
C 0.505 -1.125 0.959  -0.301
C 1.587 -1.534 -0.014  -0.077
H -1.140 0.454 -1.992  0.077
H -0.953 2.221 -1.939  0.082
H -2.114 1.420 -0.858  0.090
H 0.918 1.007 -0.783  0.135
H 0.716 2.457 1.020  0.093
H -0.658 0.599 1.699  0.140
H -1.102 -1.518 -0.515  0.104
H -1.684 -1.561 1.213  0.101
H 0.714 -1.405 1.991  0.130
H 1.303 -1.312 -1.050  0.076
H 1.758 -2.615 0.050  0.078
H 2.541 -1.032 0.186  0.076

Its HOMO-LUMO gap is 10.933 eV. The value obtained for the HOMO energy is -9.9 eV. The value obtained for the relative energy (zero: lowest compared OMol25 entry of this formula, charge and spin) is 1.152 eV.